No. 1
{"formula": "C4H12S2", "method": "ωB97M-V/def2-TZVPD", "symbols": ["C", "C", "S", "H", "H", "H", "H", "H", "H", "C", "C", "S", "H", "H", "H", "H", "H", "H"], "coordinates": [[-2.562, 0.158, 1.328], [-1.149, -0.183, 1.876], [-0.490, -1.823, 1.597], [-2.553, 1.243, 1.249], [-3.336, -0.222, 1.991], [-2.797, -0.321, 0.374], [-0.447, 0.570, 1.512], [-1.219, -0.138, 2.957], [-0.471, -2.270, 2.844], [1.216, -0.741, -1.386], [0.769, 0.501, -2.178], [1.499, 2.020, -1.604], [0.817, -0.546, -0.389], [2.286, -0.872, -1.230], [0.847, -1.637, -1.885], [0.978, 0.424, -3.242], [-0.318, 0.603, -2.108], [0.810, 2.194, -0.458]], "largest_force_ev_per_a": 1.09, "relative_energy_kj_mol": 56.7, "energy_ha": -955.942861, "orbital_gap_ev": 9.69, "e_homo_ev": -9.0, "smiles": "CCS.CCS"}



No. 2
{"formula": "C41H41AuN2O7", "method": "ωB97M-V/def2-TZVPD", "symbols": ["Au", "C", "C", "O", "C", "C", "C", "C", "C", "C", "O", "H", "H", "H", "H", "H", "H", "H", "C", "C", "C", "O", "C", "C", "O", "C", "O", "C", "C", "C", "C", "C", "C", "C", "C", "C", "C", "C", "C", "C", "O", "C", "C", "C", "C", "C", "C", "C", "C", "C", "C", "C", "C", "H", "H", "H", "H", "H", "H", "H", "H", "H", "H", "H", "H", "H", "H", "H", "H", "H", "H", "H", "H", "H", "H", "H", "H", "H", "H", "H", "H", "C", "N", "C", "N", "O", "H", "H", "H", "H", "H", "H"], "coordinates": [[9.273, 13.404, 10.251], [14.350, 13.069, 11.159], [12.837, 12.801, 11.430], [12.058, 13.763, 10.532], [12.301, 13.048, 12.870], [13.123, 12.369, 13.894], [12.624, 12.173, 15.109], [11.290, 12.669, 15.435], [10.291, 12.521, 14.278], [10.883, 12.351, 12.839], [9.817, 12.837, 12.112], [14.654, 13.043, 10.086], [14.957, 12.331, 11.718], [14.702, 14.065, 11.493], [14.056, 11.926, 13.597], [13.218, 11.700, 15.929], [10.929, 12.240, 16.327], [9.536, 11.726, 14.458], [14.418, 15.667, 8.259], [13.058, 14.974, 8.218], [12.388, 15.089, 6.866], [13.172, 13.589, 8.540], [12.021, 13.193, 9.220], [12.147, 15.329, 10.427], [12.066, 15.560, 9.122], [10.887, 15.841, 11.170], [9.756, 15.522, 10.459], [10.900, 15.250, 12.528], [12.182, 14.627, 13.163], [12.118, 14.918, 14.616], [11.045, 14.227, 15.356], [9.804, 14.075, 14.446], [9.795, 14.935, 13.212], [11.117, 17.318, 11.266], [12.209, 17.882, 11.914], [12.484, 19.252, 12.007], [11.772, 20.055, 11.158], [10.713, 19.608, 10.376], [10.405, 18.216, 10.387], [11.679, 11.647, 9.526], [10.370, 11.394, 9.485], [12.351, 10.795, 8.432], [12.771, 11.231, 7.162], [13.127, 10.287, 6.206], [13.161, 8.904, 6.476], [12.661, 8.471, 7.689], [12.218, 9.424, 8.599], [12.309, 11.345, 11.047], [11.261, 10.986, 12.126], [11.577, 9.767, 12.990], [12.721, 9.058, 12.951], [13.687, 9.421, 11.937], [13.456, 10.399, 11.083], [15.052, 15.277, 7.508], [14.981, 15.636, 9.219], [14.275, 16.648, 7.833], [12.979, 14.711, 6.020], [12.202, 16.138, 6.740], [11.484, 14.469, 6.910], [11.090, 13.639, 8.792], [13.059, 15.642, 10.877], [13.057, 15.128, 12.762], [12.600, 15.773, 14.992], [10.809, 14.669, 16.263], [8.825, 14.219, 14.911], [8.844, 15.155, 12.679], [12.733, 17.259, 12.562], [13.331, 19.611, 12.680], [12.072, 21.131, 11.046], [10.223, 20.306, 9.726], [9.702, 17.758, 9.674], [12.873, 12.324, 7.055], [13.437, 10.625, 5.227], [13.560, 8.246, 5.719], [12.638, 7.446, 7.992], [11.746, 9.075, 9.532], [10.287, 10.756, 11.705], [10.782, 9.570, 13.756], [12.840, 8.191, 13.601], [14.692, 8.996, 11.961], [14.265, 10.477, 10.378], [10.013, 12.047, 5.765], [9.408, 12.519, 6.990], [8.782, 13.707, 7.080], [8.448, 14.180, 8.448], [8.322, 14.403, 6.233], [10.508, 12.892, 5.272], [9.318, 11.702, 5.045], [10.714, 11.210, 6.005], [9.596, 12.023, 7.857], [7.459, 14.301, 8.409], [8.880, 15.121, 8.555]], "largest_force_ev_per_a": 4.18, "energy_ha": -2358.471015, "spin_multiplicity": 3, "s2": 2.01, "orbital_gap_ev": [7.50, 6.75], "e_homo_ev": [-7.1, -7.4]}



No. 3
{"formula": "C24H50FN4O11P2S2", "method": "ωB97M-V/def2-TZVPD", "symbols": ["C", "C", "O", "P", "O", "C", "C", "C", "N", "C", "C", "C", "N", "C", "N", "C", "C", "C", "C", "O", "C", "F", "N", "P", "O", "O", "O", "O", "C", "C", "H", "H", "H", "H", "H", "H", "H", "H", "H", "H", "H", "H", "H", "H", "H", "H", "H", "H", "H", "H", "H", "H", "H", "H", "H", "H", "H", "H", "H", "H", "H", "H", "H", "H", "C", "C", "C", "S", "O", "O", "C", "H", "H", "H", "H", "H", "H", "H", "H", "C", "C", "C", "S", "O", "O", "C", "H", "H", "H", "H", "H", "H", "H", "H"], "coordinates": [[-3.694, 6.412, 1.115], [-4.437, 5.672, 2.308], [-4.035, 4.295, 2.522], [-4.270, 3.323, 1.170], [-3.179, 3.480, 0.094], [-4.116, 1.540, 1.791], [-2.584, 1.287, 2.213], [-1.765, 0.870, 0.914], [-0.826, -0.282, 1.157], [-1.447, -1.573, 1.536], [-0.821, -2.251, 2.826], [-1.082, -3.812, 2.997], [-0.158, -1.653, 3.765], [0.448, -0.068, 0.999], [1.515, -1.075, 1.149], [2.477, -0.714, 0.040], [3.819, -1.558, -0.081], [4.277, -1.464, -1.622], [3.954, -2.784, -2.432], [2.566, -3.189, -2.291], [2.634, 0.835, 0.442], [3.341, 1.658, -0.427], [1.160, 1.122, 0.603], [0.977, 2.555, 1.597], [0.120, 2.347, 2.833], [0.394, 3.776, 0.569], [2.469, 3.155, 2.137], [-5.751, 3.533, 0.403], [-6.867, 3.601, 1.333], [-8.122, 2.737, 0.869], [-4.313, 6.235, 0.174], [-3.694, 7.531, 1.277], [-2.662, 6.019, 0.899], [-4.155, 6.230, 3.261], [-5.545, 5.826, 2.171], [-4.456, 0.839, 0.964], [-4.815, 1.344, 2.664], [-2.572, 0.506, 3.033], [-2.240, 2.260, 2.672], [-1.272, 1.727, 0.384], [-2.536, 0.455, 0.183], [-2.557, -1.427, 1.729], [-1.384, -2.292, 0.642], [-0.535, -4.429, 2.232], [-0.901, -4.154, 4.056], [-2.199, -3.945, 2.820], [-0.111, -0.652, 3.515], [1.083, -1.914, 0.727], [1.975, -0.601, -0.981], [4.633, -1.125, 0.569], [3.583, -2.636, 0.149], [5.411, -1.299, -1.671], [3.793, -0.601, -2.167], [4.141, -2.662, -3.545], [4.636, -3.633, -2.085], [2.547, -4.154, -2.199], [3.038, 0.730, 1.504], [-0.539, 3.597, 0.330], [2.517, 4.103, 1.877], [-7.220, 4.687, 1.328], [-6.568, 3.368, 2.399], [-7.971, 1.655, 1.144], [-8.997, 3.116, 1.491], [-8.386, 2.917, -0.209], [8.579, 1.759, -1.528], [9.133, 2.161, -2.898], [9.048, 0.932, -3.807], [7.680, -0.047, -3.196], [8.199, -1.295, -2.687], [6.593, 0.003, -4.148], [7.283, 1.007, -1.810], [8.407, 2.627, -0.890], [9.291, 1.101, -1.021], [8.524, 2.970, -3.314], [10.158, 2.527, -2.827], [8.858, 1.209, -4.844], [9.951, 0.324, -3.745], [6.945, 0.403, -0.969], [6.492, 1.689, -2.126], [-4.000, -6.177, -2.107], [-4.621, -4.781, -2.197], [-4.194, -4.008, -0.946], [-2.623, -4.702, -0.442], [-2.794, -5.348, 0.836], [-1.571, -3.729, -0.684], [-2.546, -5.958, -1.706], [-4.077, -6.716, -3.052], [-4.516, -6.762, -1.340], [-4.246, -4.272, -3.090], [-5.708, -4.827, -2.279], [-4.071, -2.944, -1.152], [-4.902, -4.148, -0.128], [-2.069, -6.854, -1.310], [-1.963, -5.559, -2.538]], "largest_force_ev_per_a": 4.60, "energy_ha": -3569.908713, "total_charge": 1, "orbital_gap_ev": 9.40, "e_homo_ev": -12.1}



No. 4
{"formula": "C15H16Cl3N3O", "method": "ωB97M-V/def2-TZVPD", "symbols": ["C", "H", "H", "H", "C", "C", "O", "N", "H", "C", "N", "C", "C", "C", "C", "C", "C", "C", "C", "N", "C", "H", "H", "H", "H", "H", "H", "H", "H", "C", "Cl", "Cl", "Cl", "C", "H", "H", "H", "H"], "coordinates": [[-4.300, -0.300, 1.137], [-3.453, -0.137, 1.799], [-5.006, -0.958, 1.639], [-4.786, 0.656, 0.960], [-3.857, -0.927, -0.187], [-2.974, 0.059, -0.938], [-3.326, 0.642, -1.936], [-1.739, 0.243, -0.386], [-1.516, -0.186, 0.498], [-0.854, 1.260, -0.855], [0.413, 0.773, -1.320], [1.237, -0.071, -0.579], [0.860, -1.307, -0.102], [1.772, -2.116, 0.586], [3.066, -1.721, 0.790], [3.506, -0.482, 0.286], [4.824, 0.001, 0.430], [5.154, 1.224, -0.087], [4.163, 1.964, -0.753], [2.937, 1.549, -0.911], [2.589, 0.349, -0.407], [4.389, 2.936, -1.172], [6.152, 1.624, 0.007], [5.555, -0.607, 0.945], [3.763, -2.348, 1.325], [1.437, -3.075, 0.954], [-0.138, -1.672, -0.279], [0.986, 1.531, -1.689], [-1.362, 1.749, -1.701], [-0.685, 2.328, 0.277], [-2.277, 2.971, 0.735], [0.063, 1.585, 1.713], [0.341, 3.663, -0.271], [-3.171, -2.274, 0.034], [-2.372, -2.202, 0.770], [-3.896, -2.997, 0.403], [-2.757, -2.651, -0.898], [-4.739, -1.078, -0.817]], "largest_force_ev_per_a": 0.59, "relative_energy_kj_mol": 0.0, "energy_ha": -2201.321297, "orbital_gap_ev": 8.21, "e_homo_ev": -8.1, "smiles": "CC(C)C(=O)N[C@H](Nc1cccc2cccnc12)C(Cl)(Cl)Cl"}



No. 5
{"formula": "C6H8N2", "method": "ωB97M-V/def2-TZVPD", "symbols": ["C", "C", "C", "C", "C", "N", "C", "N", "H", "H", "H", "H", "H", "H", "H", "H"], "coordinates": [[0.245, -1.989, -0.972], [0.316, -0.190, 2.123], [0.087, -0.694, -0.325], [0.073, 0.079, 0.667], [-0.565, 1.472, -2.185], [-0.353, 0.322, -2.211], [-0.263, 1.785, 0.545], [-0.285, 2.544, 1.455], [-0.670, -2.290, -1.484], [0.487, -2.740, -0.212], [1.047, -1.967, -1.711], [-0.564, 0.108, 2.694], [0.538, -1.242, 2.303], [1.145, 0.429, 2.468], [-0.439, 1.937, -0.567], [-0.800, 2.437, -2.589]], "largest_force_ev_per_a": 1.09, "relative_energy_kj_mol": 548.8, "energy_ha": -342.724890, "orbital_gap_ev": [7.94, 7.95], "e_homo_ev": [-7.9, -7.9]}



No. 6
{"formula": "C4H6NPS", "method": "ωB97M-V/def2-TZVPD", "symbols": ["C", "C", "C", "C", "N", "P", "S", "H", "H", "H", "H", "H", "H"], "coordinates": [[-0.342, -1.082, 0.418], [-1.771, -0.637, 0.284], [0.776, -0.031, 0.137], [0.701, -1.410, -0.485], [-1.383, 2.139, 0.202], [0.151, 1.540, -0.191], [-2.491, 0.911, 0.133], [-0.095, -1.637, 1.238], [-2.561, -1.318, 0.046], [1.233, -2.224, -0.145], [0.557, -1.372, -1.522], [-0.034, 2.864, -0.962], [0.862, 2.451, 0.693]], "largest_force_ev_per_a": 4.10, "relative_energy_kj_mol": 412.3, "energy_ha": -949.982357, "spin_multiplicity": 3, "s2": 2.01, "orbital_gap_ev": [7.09, 5.85], "e_homo_ev": [-6.8, -7.8]}



No. 7
{"formula": "C17H30N5O8P2S2V", "method": "ωB97M-V/def2-TZVPD", "symbols": ["V", "C", "C", "O", "P", "S", "S", "O", "C", "C", "H", "H", "H", "H", "H", "H", "H", "H", "H", "H", "C", "C", "C", "C", "C", "C", "O", "N", "C", "O", "N", "C", "O", "H", "H", "H", "H", "H", "H", "H", "H", "H", "H", "H", "C", "O", "P", "O", "C", "O", "C", "H", "H", "H", "H", "H", "H", "H", "H", "H", "N", "C", "N", "C", "N"], "coordinates": [[-0.558, -0.753, -0.306], [3.162, -2.760, 4.840], [1.891, -2.335, 4.143], [2.212, -2.026, 2.777], [1.200, -1.078, 1.952], [1.909, -0.993, 0.102], [-0.673, -1.675, 2.107], [1.317, 0.332, 2.695], [2.466, 1.171, 2.525], [2.271, 2.382, 3.408], [2.945, -3.028, 5.876], [3.892, -1.949, 4.835], [3.600, -3.623, 4.338], [1.452, -1.459, 4.627], [1.146, -3.132, 4.150], [2.538, 1.455, 1.473], [3.371, 0.616, 2.791], [1.334, 2.874, 3.149], [3.098, 3.081, 3.274], [2.225, 2.088, 4.458], [-2.496, 2.952, -2.778], [-1.028, 3.067, -3.181], [-0.071, 2.956, -1.982], [1.393, 3.085, -2.455], [2.418, 2.875, -1.343], [-0.351, 4.096, -1.021], [-0.333, 5.260, -1.372], [-0.615, 3.744, 0.270], [-0.692, 2.439, 0.816], [-0.950, 2.341, 1.994], [-0.439, 1.402, -0.035], [-0.231, 1.593, -1.339], [-0.131, 0.569, -2.047], [-3.144, 2.995, -3.654], [-2.787, 3.766, -2.111], [-2.691, 2.005, -2.272], [-0.838, 4.023, -3.671], [-0.766, 2.270, -3.879], [1.501, 4.077, -2.895], [1.544, 2.347, -3.245], [2.263, 3.581, -0.522], [3.430, 3.026, -1.721], [2.360, 1.861, -0.939], [-0.821, 4.488, 0.920], [1.019, -4.480, 0.161], [0.491, -4.059, -1.098], [-0.794, -3.072, -1.139], [-1.894, -4.081, -0.535], [-3.105, -3.609, 0.063], [-1.150, -3.229, -2.703], [-0.534, -2.351, -3.647], [1.035, -5.570, 0.172], [0.412, -4.128, 0.996], [2.029, -4.090, 0.274], [-3.871, -3.452, -0.696], [-2.936, -2.679, 0.604], [-3.436, -4.381, 0.755], [-1.127, -2.403, -4.557], [0.485, -2.681, -3.859], [-0.515, -1.326, -3.276], [-6.618, -1.957, -1.210], [-5.766, -1.189, -1.377], [-4.854, -0.252, -1.607], [-3.648, -0.456, -1.216], [-2.544, -0.562, -0.855]], "largest_force_ev_per_a": 0.37, "relative_energy_kj_mol": 0.0, "energy_ha": -3964.938435, "spin_multiplicity": 2, "s2": 0.76, "total_charge": -1, "orbital_gap_ev": [6.90, 6.34], "e_homo_ev": [-4.4, -3.9]}



No. 8
{"formula": "C2H18O7", "method": "ωB97M-V/def2-TZVPD", "symbols": ["O", "H", "H", "O", "H", "H", "O", "H", "H", "O", "H", "H", "O", "H", "H", "O", "H", "H", "C", "C", "O", "H", "H", "H", "H", "H", "H"], "coordinates": [[0.641, -0.857, 1.375], [1.018, -0.598, 0.534], [-0.236, -1.173, 1.157], [-1.647, -1.999, 0.620], [-1.325, -2.817, 0.998], [-1.684, -2.167, -0.322], [2.451, -3.656, 2.489], [2.066, -3.760, 1.619], [2.303, -2.736, 2.709], [-3.796, -0.376, 1.387], [-3.991, -0.040, 0.512], [-3.044, -0.955, 1.260], [0.494, 2.063, 2.117], [0.731, 1.140, 2.202], [-0.348, 2.053, 1.661], [2.650, 2.258, 0.554], [2.619, 3.182, 0.305], [1.798, 2.089, 0.957], [-0.273, 1.540, -3.129], [-0.316, 0.663, -1.869], [0.985, 0.295, -1.481], [0.170, 0.961, -3.939], [0.340, 2.441, -3.140], [-1.284, 1.780, -3.457], [-0.973, -0.188, -2.049], [-0.631, 1.285, -1.031], [1.284, -0.428, -2.037]], "largest_force_ev_per_a": 1.80, "relative_energy_kj_mol": 0.0, "energy_ha": -613.651723, "spin_multiplicity": 2, "s2": 0.75, "total_charge": -1, "orbital_gap_ev": [3.26, 10.78], "e_homo_ev": [-0.1, -7.7]}



No. 9
{"formula": "C3H6HgLiO5", "method": "ωB97M-V/def2-TZVPD", "symbols": ["O", "C", "C", "O", "H", "H", "H", "H", "H", "Hg", "O", "C", "O", "O", "Li", "H"], "coordinates": [[1.821, 2.187, 1.557], [0.977, 1.631, 0.573], [-0.444, 1.668, 1.110], [-1.366, 1.096, 0.199], [2.708, 2.288, 1.202], [1.251, 0.585, 0.350], [1.028, 2.201, -0.371], [-0.735, 2.701, 1.350], [-0.503, 1.070, 2.030], [-1.848, -1.175, 0.003], [-1.513, -2.095, -2.208], [-0.598, -2.842, -1.741], [-0.245, -2.663, -0.484], [-0.104, -3.851, -2.342], [0.989, -4.386, -0.588], [-1.420, 1.585, -0.640]], "largest_force_ev_per_a": 1.91, "relative_energy_kj_mol": 0.0, "energy_ha": -655.060038, "spin_multiplicity": 2, "s2": 0.75, "orbital_gap_ev": [6.51, 7.11], "e_homo_ev": [-7.2, -8.1]}